(1)
This record from the OMol25 dataset describes a molecular structure, C29H73AsF6Mg2N3O22. The level of theory is ωB97M-V/def2-TZVPD.

For the total energy, the calculation gives -168789.740 eV. As for the LUMO energy: -2.33 eV. Its max |F| is 0.117 hartree/bohr. The calculation puts the HOMO-LUMO gap at 8.0 eV. Its HOMO energy is -10.3564 eV. The multiplicity is 1. As for the net charge: +1.

Last column: Löwdin charge in e.
CARTESIAN COORDINATES (ANGSTROEM)
Mg -29.385 -19.487 -28.505  0.485
Mg -25.928 -14.629 -28.541  0.582
N -28.322 -14.676 -30.572  -0.586
O -27.393 -14.302 -29.886  -0.048
O -28.862 -15.780 -30.452  -0.030
O -28.657 -14.031 -31.574  0.030
N -26.994 -17.578 -27.920  -0.494
O -26.676 -16.445 -28.149  0.029
O -28.102 -18.039 -28.243  -0.017
O -26.209 -18.309 -27.348  0.071
As -24.119 -11.587 -29.614  0.984
F -25.105 -10.491 -28.594  -0.274
F -25.074 -13.023 -29.103  -0.238
F -23.052 -12.453 -30.805  -0.272
F -23.316 -10.046 -30.222  -0.307
F -22.960 -11.674 -28.275  -0.256
F -25.325 -11.350 -30.949  -0.273
C -22.923 -20.130 -27.947  0.045
N -23.121 -19.778 -29.363  -0.423
O -23.792 -20.591 -29.989  0.057
O -22.576 -18.802 -29.793  0.091
H -23.716 -19.769 -27.292  0.087
H -21.955 -19.698 -27.696  0.091
H -22.816 -21.206 -27.809  0.092
C -28.943 -19.157 -31.556  0.027
O -28.714 -19.842 -30.244  -0.235
C -27.335 -20.265 -30.289  -0.117
C -27.124 -21.286 -29.113  -0.098
O -27.908 -20.830 -28.002  -0.232
C -27.490 -21.445 -26.847  -0.079
H -28.338 -18.262 -31.698  0.107
H -29.971 -18.796 -31.513  0.078
H -28.841 -19.787 -32.440  0.108
H -26.558 -19.502 -30.239  0.136
H -27.134 -20.892 -31.157  0.139
H -26.060 -21.293 -28.877  0.115
H -27.412 -22.279 -29.459  0.116
H -26.450 -21.189 -26.646  0.098
H -27.603 -22.529 -26.827  0.100
H -27.932 -20.918 -26.001  0.106
C -24.723 -15.276 -31.199  -0.043
O -24.689 -15.301 -29.805  -0.258
C -23.438 -15.683 -29.161  -0.093
C -23.518 -15.630 -27.650  -0.133
O -24.537 -14.751 -27.166  -0.223
C -24.471 -14.539 -25.731  -0.008
H -24.104 -16.005 -31.723  0.109
H -24.378 -14.286 -31.498  0.093
H -25.742 -15.360 -31.575  0.104
H -22.709 -14.907 -29.395  0.132
H -22.948 -16.522 -29.657  0.117
H -22.573 -15.411 -27.153  0.136
H -23.779 -16.635 -27.319  0.119
H -24.364 -15.430 -25.112  0.098
H -25.346 -14.005 -25.361  0.082
H -23.639 -13.870 -25.512  0.113
C -29.801 -18.523 -25.683  -0.021
O -29.920 -19.543 -26.695  -0.238
C -30.918 -20.488 -26.311  -0.103
C -30.764 -21.729 -27.270  -0.182
O -30.347 -21.255 -28.483  -0.223
C -30.426 -22.309 -29.546  0.024
H -29.480 -18.930 -24.724  0.107
H -30.722 -17.943 -25.620  0.116
H -28.916 -17.909 -25.850  0.081
H -31.925 -20.075 -26.351  0.127
H -30.821 -20.837 -25.283  0.140
H -31.649 -22.364 -27.297  0.135
H -30.084 -22.447 -26.811  0.121
H -29.964 -23.244 -29.231  0.080
H -29.970 -22.106 -30.515  0.101
H -31.448 -22.541 -29.847  0.104
C -23.527 -19.132 -24.505  -0.111
O -22.611 -18.360 -25.251  -0.227
C -21.257 -18.343 -24.802  -0.165
C -20.364 -17.527 -25.777  -0.172
O -19.009 -17.508 -25.336  -0.178
C -18.150 -16.659 -25.985  -0.134
H -23.316 -20.200 -24.542  0.089
H -24.535 -18.968 -24.886  0.063
H -23.556 -18.795 -23.468  0.091
H -20.933 -19.383 -24.773  0.125
H -21.167 -17.979 -23.778  0.127
H -20.686 -16.495 -25.911  0.112
H -20.456 -17.989 -26.760  0.114
H -17.138 -16.747 -25.591  0.095
H -18.512 -15.636 -25.883  0.091
H -18.018 -16.886 -27.043  0.088
C -34.499 -20.962 -27.891  -0.077
O -33.242 -20.492 -28.391  -0.225
C -33.429 -19.559 -29.439  -0.144
C -32.011 -19.240 -30.087  -0.089
O -30.940 -18.718 -29.214  -0.240
C -31.303 -17.326 -28.758  0.023
H -35.139 -21.612 -28.488  0.096
H -35.109 -20.104 -27.609  0.093
H -34.243 -21.500 -26.978  0.089
H -33.902 -18.666 -29.031  0.117
H -34.187 -20.020 -30.074  0.132
H -32.109 -18.556 -30.929  0.132
H -31.608 -20.094 -30.632  0.115
H -30.637 -16.910 -28.002  0.092
H -32.289 -17.323 -28.294  0.091
H -31.415 -16.602 -29.565  0.107
C -24.739 -23.789 -27.663  -0.117
O -24.898 -23.951 -29.033  -0.178
C -25.536 -25.121 -29.439  -0.181
C -27.051 -25.175 -29.246  -0.206
O -27.394 -25.055 -27.902  -0.208
C -28.659 -25.559 -27.508  -0.090
H -25.581 -23.850 -26.974  0.080
H -24.379 -22.760 -27.674  0.062
H -23.897 -24.375 -27.293  0.098
H -24.987 -25.913 -28.929  0.135
H -25.346 -25.108 -30.512  0.135
H -27.376 -26.183 -29.505  0.127
H -27.590 -24.465 -29.874  0.111
H -28.660 -25.547 -26.418  0.097
H -28.908 -26.585 -27.780  0.091
H -29.503 -25.002 -27.916  0.064
C -26.886 -16.598 -24.208  -0.096
O -27.121 -15.872 -25.380  -0.224
C -28.108 -14.840 -25.346  -0.142
C -28.203 -14.082 -26.693  -0.153
O -27.021 -13.476 -27.148  -0.241
C -26.792 -12.164 -26.638  -0.048
H -26.259 -17.475 -24.369  0.080
H -27.876 -16.945 -23.913  0.076
H -26.479 -16.018 -23.380  0.098
H -27.842 -14.079 -24.613  0.122
H -29.040 -15.296 -25.012  0.124
H -29.000 -13.338 -26.671  0.146
H -28.434 -14.789 -27.489  0.116
H -27.375 -11.401 -27.154  0.115
H -25.778 -11.777 -26.741  0.087
H -26.916 -12.142 -25.556  0.097

Cartesian forces (eV/Å) of the 6 atoms listed first:
Mg 1.52 -0.17 0.20
Mg -2.13 0.67 0.09
N -2.08 -0.80 -4.93
O 2.00 1.03 2.41
O -0.20 -1.40 1.93
O 0.29 0.99 0.76



(2)
This record from the OMol25 dataset describes 14 unconnected molecules or ions with the total composition C16H65NO14PS. The level of theory is ωB97M-V/def2-TZVPD.

For the total energy, the calculation gives -67918.237 eV. As for the LUMO energy: 1.99 eV. Its max |F| is 0.024 hartree/bohr. The calculation puts the HOMO-LUMO gap at 5.9 eV. Its HOMO energy is -3.9070 eV. The multiplicity is 1. As for the net charge: -1.

Last column: Löwdin charge in e.
CARTESIAN COORDINATES (ANGSTROEM)
N -1.646 -0.494 2.398  -0.089
C -0.208 -0.820 2.337  -0.501
P 0.912 0.686 2.780  0.237
S 2.151 0.429 0.862  0.265
C 1.983 2.157 3.360  -0.411
C 1.721 2.560 4.809  -0.340
O 0.842 3.695 4.920  -0.116
H -1.793 0.372 1.881  0.024
H -1.842 -0.249 3.365  0.018
H 0.027 -1.260 1.367  0.013
H -0.016 -1.551 3.131  0.033
H 0.004 1.578 2.035  -0.034
H 0.071 0.839 3.975  -0.020
H 1.845 -0.231 3.448  -0.020
H 2.189 1.669 0.340  -0.260
H 1.786 3.021 2.716  0.063
H 3.039 1.902 3.234  0.046
H 2.655 2.845 5.300  0.098
H 1.292 1.728 5.379  0.076
H -0.033 3.365 4.674  0.044
C -0.769 -1.486 -1.790  -0.135
O 0.347 -1.761 -2.643  -0.151
H -1.672 -1.803 -2.309  0.076
H -0.675 -2.047 -0.859  0.065
H -0.834 -0.421 -1.564  0.086
H 1.147 -1.501 -2.160  0.066
C 0.910 0.730 -5.334  -0.157
O 0.068 0.548 -4.205  -0.138
H 0.651 1.683 -5.794  0.069
H 1.962 0.763 -5.036  0.069
H 0.760 -0.065 -6.068  0.057
H 0.306 -0.298 -3.787  0.026
C -0.178 -4.467 4.992  -0.135
O -0.363 -3.158 5.525  -0.140
H 0.165 -5.108 5.800  0.079
H -1.118 -4.860 4.598  0.063
H 0.575 -4.454 4.199  0.081
H -0.662 -2.595 4.802  0.054
C 4.195 -1.856 -2.763  -0.158
O 3.468 -2.118 -1.571  -0.144
H 3.888 -0.874 -3.118  0.074
H 5.272 -1.838 -2.577  0.073
H 3.975 -2.595 -3.540  0.074
H 3.733 -2.981 -1.240  0.077
C -0.402 0.200 7.689  -0.167
O 0.511 -0.588 6.947  -0.128
H 0.162 1.002 8.161  0.077
H -1.151 0.640 7.024  0.058
H -0.899 -0.392 8.467  0.071
H 0.019 -1.292 6.508  0.034
C -3.891 -6.221 5.345  -0.164
O -2.933 -6.981 4.623  -0.139
H -3.364 -5.417 5.855  0.071
H -4.631 -5.785 4.667  0.077
H -4.402 -6.839 6.089  0.072
H -3.407 -7.683 4.159  0.033
C -1.648 -0.225 -8.838  -0.165
O -0.611 -0.865 -8.108  -0.131
H -1.211 0.147 -9.762  0.074
H -2.452 -0.924 -9.088  0.072
H -2.064 0.619 -8.282  0.077
H -0.987 -1.189 -7.284  0.073
C -4.278 -8.287 1.050  -0.131
O -4.133 -8.629 2.430  -0.136
H -4.278 -7.205 0.976  0.055
H -3.442 -8.680 0.465  0.081
H -5.219 -8.676 0.652  0.077
H -4.124 -9.587 2.511  0.078
C 2.717 4.093 -5.413  -0.167
O 3.640 3.142 -4.891  -0.131
H 2.781 4.049 -6.498  0.081
H 1.696 3.860 -5.107  0.072
H 2.970 5.104 -5.082  0.062
H 3.578 3.165 -3.931  0.078
C -2.805 -4.419 0.104  -0.136
O -3.796 -5.392 -0.238  -0.146
H -2.832 -4.284 1.181  0.081
H -1.807 -4.759 -0.184  0.079
H -3.013 -3.462 -0.376  0.070
H -3.771 -5.508 -1.192  0.074
C 1.498 7.638 -6.469  -0.160
O 0.622 6.576 -6.107  -0.124
H 2.515 7.283 -6.322  0.056
H 1.370 7.914 -7.520  0.077
H 1.342 8.516 -5.839  0.078
H -0.282 6.879 -6.227  0.074
C -2.876 3.062 6.299  -0.159
O -2.082 2.393 5.330  -0.142
H -2.218 3.338 7.119  0.079
H -3.326 3.972 5.889  0.074
H -3.668 2.412 6.685  0.074
H -2.649 2.142 4.594  0.078
C 4.998 9.413 -5.944  -0.165
O 4.126 9.241 -4.834  -0.130
H 4.774 10.382 -6.384  0.076
H 6.046 9.403 -5.634  0.075
H 4.840 8.639 -6.701  0.071
H 4.317 8.386 -4.437  0.076

Cartesian forces (eV/Å) of the 6 atoms listed first:
N 0.08 -0.12 -0.06
C -0.42 0.34 0.18
P -0.54 0.36 1.04
S 0.63 -0.24 -0.90
C 0.00 0.03 -0.04
C 0.09 0.14 -0.12



(3)
This record from the OMol25 dataset describes a molecular structure, C22H29I2N2O3P2Ru. The level of theory is ωB97M-V/def2-TZVPD.

For the total energy, the calculation gives -69724.898 eV. As for the LUMO energy (spin up / spin down): -10.39 / -12.59 eV. As for the energy relative to the best compared isomer or geometry (same formula, charge and spin): 13.850 eV. Its max |F| is 0.189 hartree/bohr. Its expectation value of S² is 6.062. The calculation puts the HOMO-LUMO gap (spin up / spin down) at 6.5 / 4.2 eV. Its HOMO energy (spin up / spin down) is -16.8711 / -16.7696 eV. The multiplicity is 5. As for the net charge: +3.

Last column: Löwdin charge in e.
CARTESIAN COORDINATES (ANGSTROEM)
I -3.238 0.546 -2.897  0.732
I 2.186 0.553 -2.257  1.220
Ru -0.507 0.549 -2.732  0.366
P -0.479 -1.823 -2.953  0.741
C -0.677 -2.723 -1.377  -0.192
C -1.779 -2.493 -4.042  -0.267
H -1.565 -3.545 -4.258  0.074
H 0.888 -3.552 -3.949  0.084
H -1.783 -1.911 -4.967  0.055
H 1.272 -1.922 -4.592  0.062
H -1.631 -2.440 -0.922  0.077
H -2.755 -2.396 -3.563  0.020
C 1.045 -2.499 -3.692  -0.208
H -0.658 -3.805 -1.540  0.104
H 1.876 -2.399 -2.993  0.017
H 0.135 -2.443 -0.701  0.018
P -0.499 2.921 -2.962  0.679
C -0.709 3.824 -1.389  -0.223
C 1.020 3.609 -3.700  -0.270
H -1.808 2.986 -4.973  0.056
H -1.592 4.627 -4.281  0.076
H -2.777 3.482 -3.571  0.020
C -1.803 3.577 -4.054  -0.273
H 1.249 3.037 -4.603  0.057
H 0.857 4.662 -3.953  0.076
H -0.700 4.906 -1.555  0.080
H 0.104 3.554 -0.709  0.055
H 1.854 3.510 -3.004  0.018
H -1.661 3.533 -0.936  0.053
C -0.725 0.553 -0.895  -0.417
O -0.860 0.555 0.252  0.024
O 3.039 -1.682 -1.179  -0.025
C 1.998 -1.325 -0.619  -0.710
N 2.022 -0.681 0.706  0.117
C 0.798 -0.511 1.721  -0.043
C 0.150 -1.176 0.611  -0.298
O -0.917 -1.748 0.925  0.094
N 0.664 -0.955 -1.153  -0.367
C 1.679 -0.708 2.943  -0.221
C 2.578 -1.779 3.078  -0.007
C 3.579 -1.710 4.050  -0.016
C 3.638 -0.627 4.937  -0.011
C 2.700 0.397 4.861  -0.032
C 1.755 0.376 3.854  -0.049
C -0.774 -0.195 2.693  0.104
C -0.931 -0.594 4.092  0.020
C -2.134 -0.489 4.864  0.052
C -3.320 -0.024 4.331  0.009
C -3.331 0.323 3.026  -0.036
C -2.174 0.244 2.249  0.056
H 2.958 -0.367 1.022  0.170
H 2.574 -2.589 2.358  0.128
H 4.336 -2.478 4.087  0.123
H 4.424 -0.563 5.673  0.126
H 2.726 1.237 5.543  0.127
H 1.076 1.221 3.776  0.127
H -0.135 -1.032 4.656  0.110
H -2.171 -0.795 5.900  0.141
H -4.248 0.043 4.900  0.153
H -4.277 0.643 2.573  0.142
H -2.560 0.509 1.286  0.101

Cartesian forces (eV/Å) of the 6 atoms listed first:
I 1.24 -0.05 -0.10
I -0.23 3.51 -2.62
Ru -0.49 0.37 1.20
P -0.51 -2.79 -0.17
C -1.16 -1.64 -1.10
C 0.21 0.38 -0.08